1.
{
  "formula": "C31H35N4O2",
  "method": "ωB97M-V/def2-TZVPD",
  "fmax_ev_per_a": 2.11,
  "homo_ev": -11.6498,
  "e_above_lowest_kcal_mol": 0.0,
  "total_energy_ev": -42765.228,
  "total_charge": 1,
  "homo_lumo_gap_ev": 7.33,
  "species": ["C", "N", "C", "O", "C", "C", "C", "C", "C", "C", "C", "C", "N", "C", "C", "C", "C", "C", "C", "C", "C", "C", "C", "C", "C", "C", "C", "H", "H", "H", "H", "H", "H", "H", "H", "H", "H", "H", "H", "H", "H", "H", "H", "H", "H", "H", "H", "H", "H", "H", "H", "H", "H", "H", "C", "C", "O", "N", "C", "C", "C", "N", "C", "C", "H", "H", "H", "H", "H", "H", "H", "H"],
  "xyz": [[-4.903, -0.487, -2.293], [-3.507, -0.641, -2.004], [-2.644, -1.145, -2.937], [-2.946, -1.580, -4.047], [-1.247, -1.094, -2.341], [-0.257, -0.203, -3.093], [-0.779, 1.201, -3.250], [-1.709, 1.464, -4.260], [-2.284, 2.728, -4.375], [-1.927, 3.737, -3.477], [-0.928, 3.505, -2.527], [-0.330, 2.246, -2.432], [-1.491, -0.604, -0.995], [-0.504, -0.598, -0.088], [-0.706, -0.081, 1.186], [0.223, -0.113, 2.213], [0.080, 0.767, 3.353], [1.184, 1.337, 4.048], [0.987, 2.176, 5.149], [-0.311, 2.464, 5.593], [-1.421, 1.951, 4.907], [-1.222, 1.101, 3.821], [-2.916, -0.224, -0.754], [-3.165, 1.297, -0.542], [-4.487, 1.379, 0.221], [-4.775, -0.014, 0.830], [-3.630, -0.945, 0.432], [-5.112, -0.965, -3.253], [-5.503, -0.961, -1.514], [-5.191, 0.569, -2.359], [-0.868, -2.130, -2.289], [0.688, -0.200, -2.538], [-0.112, -0.668, -4.077], [-1.975, 0.663, -4.955], [-3.013, 2.911, -5.166], [-2.415, 4.712, -3.533], [-0.611, 4.304, -1.854], [0.478, 2.062, -1.717], [0.472, -0.992, -0.398], [-1.685, 0.370, 1.361], [1.067, -0.797, 2.152], [2.195, 1.103, 3.704], [1.845, 2.593, 5.678], [-0.460, 3.041, 6.507], [-2.436, 2.182, 5.234], [-2.092, 0.628, 3.350], [-2.334, 1.745, 0.015], [-3.201, 1.793, -1.521], [-4.440, 2.145, 1.003], [-5.299, 1.676, -0.454], [-4.870, 0.061, 1.920], [-5.734, -0.403, 0.466], [-3.963, -1.939, 0.106], [-2.942, -1.092, 1.267], [8.787, -2.750, -0.324], [7.527, -1.989, 0.025], [7.435, -0.769, -0.048], [6.509, -2.827, 0.446], [5.202, -2.456, 0.745], [4.300, -3.441, 1.176], [3.019, -3.043, 1.568], [2.608, -1.768, 1.499], [3.449, -0.834, 1.038], [4.756, -1.134, 0.640], [8.562, -3.731, -0.765], [9.373, -2.163, -1.035], [9.393, -2.899, 0.580], [6.781, -3.796, 0.558], [4.599, -4.486, 1.207], [2.334, -3.796, 1.950], [3.082, 0.194, 0.992], [5.412, -0.350, 0.275]]
}

2.
{
  "formula": "C31H35N6O13",
  "method": "ωB97M-V/def2-TZVPD",
  "fmax_ev_per_a": 10.06,
  "homo_ev": -5.2064,
  "e_above_lowest_kcal_mol": 42.4,
  "total_energy_ev": -68245.684,
  "total_charge": -1,
  "homo_lumo_gap_ev": 6.13,
  "species": ["C", "O", "O", "O", "H", "C", "C", "C", "C", "C", "C", "N", "O", "O", "H", "H", "H", "H", "H", "C", "C", "C", "C", "C", "C", "N", "O", "O", "H", "H", "H", "H", "H", "C", "C", "C", "C", "C", "C", "N", "O", "O", "H", "H", "H", "H", "H", "C", "C", "C", "C", "C", "C", "N", "O", "O", "H", "H", "H", "H", "H", "C", "O", "N", "C", "C", "H", "H", "H", "H", "H", "H", "H", "C", "O", "N", "C", "C", "H", "H", "H", "H", "H", "H", "H"],
  "xyz": [[-1.621, -2.773, 49.086], [-2.443, -2.796, 48.204], [-1.896, -2.188, 50.152], [-0.504, -3.270, 48.882], [-2.699, -1.979, 50.309], [3.434, -5.245, 48.594], [4.754, -5.299, 49.205], [4.952, -4.565, 50.579], [3.685, -3.925, 51.263], [2.389, -3.853, 50.441], [2.271, -4.573, 49.107], [3.824, -3.280, 52.571], [4.921, -3.662, 53.216], [2.992, -2.614, 53.046], [3.279, -5.742, 47.547], [5.725, -5.916, 48.786], [6.004, -4.584, 50.909], [1.657, -3.245, 50.694], [1.445, -4.453, 48.565], [-1.626, -5.355, 53.175], [-1.677, -4.770, 51.768], [-2.962, -4.837, 51.000], [-4.241, -5.239, 51.687], [-4.134, -5.768, 53.182], [-2.751, -5.809, 53.792], [-5.566, -5.262, 50.922], [-5.490, -5.028, 49.685], [-6.566, -5.420, 51.604], [-0.548, -5.439, 53.735], [-0.733, -4.473, 51.315], [-3.119, -4.689, 49.995], [-5.025, -6.232, 53.598], [-2.590, -6.295, 54.850], [-4.934, -5.104, 46.653], [-5.710, -6.473, 46.643], [-6.985, -6.601, 45.672], [-7.489, -5.301, 44.946], [-6.613, -4.081, 44.955], [-5.309, -4.091, 45.872], [-8.684, -5.434, 44.187], [-9.123, -4.313, 43.736], [-9.039, -6.533, 43.687], [-4.056, -4.900, 47.246], [-5.423, -7.214, 47.254], [-7.459, -7.508, 45.297], [-6.988, -3.128, 44.533], [-4.635, -3.241, 45.872], [-2.134, 2.336, 48.514], [-2.602, 0.953, 48.242], [-3.137, 0.581, 46.776], [-3.356, 1.674, 45.760], [-2.930, 3.143, 46.057], [-2.252, 3.349, 47.539], [-4.014, 1.423, 44.406], [-4.603, 0.268, 44.336], [-3.709, 2.125, 43.510], [-1.804, 2.495, 49.433], [-2.286, 0.191, 48.894], [-3.327, -0.408, 46.432], [-3.281, 3.976, 45.584], [-1.709, 4.263, 47.928], [-5.384, -1.276, 49.679], [-5.085, -1.617, 50.881], [-6.072, -0.274, 49.390], [-6.558, 0.057, 48.099], [-6.254, 0.835, 50.234], [-5.400, -1.965, 48.808], [-7.222, -0.918, 47.572], [-5.981, 0.412, 47.237], [-7.089, 1.073, 48.213], [-5.987, 1.820, 49.787], [-5.300, 0.882, 50.988], [-7.070, 1.166, 50.610], [-1.516, -6.177, 46.739], [-2.006, -6.154, 45.667], [-1.628, -7.290, 47.502], [-1.373, -7.222, 48.998], [-2.155, -8.626, 47.155], [-0.871, -5.323, 47.268], [-0.557, -7.925, 49.499], [-2.307, -7.625, 49.357], [-0.996, -6.177, 49.120], [-2.693, -8.439, 46.188], [-2.946, -8.932, 47.747], [-1.398, -9.320, 47.011]]
}

3.
{
  "formula": "C31H36Cl2N3O5OsP2S",
  "method": "ωB97M-V/def2-TZVPD",
  "fmax_ev_per_a": 2.69,
  "homo_ev": [-14.2871, -14.2884],
  "total_energy_ev": -104335.838,
  "total_charge": 3,
  "homo_lumo_gap_ev": [3.15, 3.00],
  "species": ["Os", "C", "S", "C", "C", "C", "N", "P", "C", "C", "C", "C", "C", "C", "C", "C", "C", "C", "C", "C", "P", "C", "C", "C", "C", "C", "C", "C", "C", "C", "C", "C", "C", "H", "H", "H", "H", "H", "H", "H", "H", "H", "H", "H", "H", "H", "H", "H", "H", "H", "H", "H", "H", "H", "H", "H", "H", "H", "H", "H", "H", "H", "Cl", "C", "Cl", "H", "H", "N", "C", "C", "O", "O", "H", "H", "H", "H", "H", "O", "N", "O", "O"],
  "xyz": [[-1.407, -0.950, 1.353], [3.501, 4.047, -3.907], [2.008, 3.068, -3.893], [2.624, 1.409, -3.568], [1.588, 0.583, -2.806], [1.375, 1.094, -1.382], [0.402, 0.287, -0.631], [0.694, -1.129, 0.244], [2.376, -0.965, 0.850], [3.399, -1.600, 0.137], [4.723, -1.381, 0.490], [5.032, -0.539, 1.545], [4.019, 0.093, 2.256], [2.695, -0.119, 1.916], [0.644, -2.552, -0.843], [-0.018, -2.477, -2.067], [-0.193, -3.624, -2.826], [0.253, -4.848, -2.349], [0.924, -4.926, -1.136], [1.109, -3.784, -0.373], [-1.170, 0.769, -0.234], [-1.074, 2.405, 0.472], [-0.187, 2.577, 1.544], [-0.065, 3.813, 2.148], [-0.830, 4.882, 1.694], [-1.741, 4.707, 0.662], [-1.884, 3.465, 0.061], [-2.131, 0.784, -1.741], [-3.068, -0.216, -2.000], [-3.827, -0.168, -3.160], [-3.657, 0.872, -4.061], [-2.707, 1.858, -3.823], [-1.942, 1.817, -2.671], [3.219, 5.070, -4.144], [4.184, 3.665, -4.669], [3.979, 4.005, -2.927], [3.574, 1.491, -3.037], [2.818, 0.952, -4.544], [1.938, -0.451, -2.773], [0.639, 0.598, -3.347], [1.003, 2.123, -1.394], [2.323, 1.096, -0.837], [3.172, -2.257, -0.689], [5.511, -1.877, -0.059], [6.065, -0.379, 1.821], [4.267, 0.747, 3.080], [1.912, 0.355, 2.483], [-0.397, -1.529, -2.427], [-0.692, -3.566, -3.784], [0.064, -5.748, -2.916], [1.284, -5.879, -0.777], [1.609, -3.854, 0.586], [0.401, 1.738, 1.899], [0.620, 3.951, 2.973], [-0.723, 5.854, 2.155], [-2.344, 5.538, 0.326], [-2.625, 3.328, -0.713], [-3.198, -1.039, -1.315], [-4.562, -0.937, -3.354], [-4.260, 0.912, -4.957], [-2.576, 2.669, -4.526], [-1.203, 2.590, -2.496], [-4.407, -2.595, 2.719], [-5.101, -1.182, 1.985], [-3.836, 0.030, 1.436], [-5.709, -0.647, 2.706], [-5.648, -1.463, 1.093], [0.108, -1.008, 6.394], [-1.179, -1.029, 5.629], [-0.861, -0.741, 4.170], [0.300, -0.545, 3.847], [-1.883, -0.729, 3.399], [0.336, -1.918, 6.799], [0.117, -0.310, 7.141], [0.828, -0.775, 5.680], [-1.868, -0.278, 6.014], [-1.652, -2.006, 5.710], [-1.973, -4.506, 0.667], [-1.761, -3.389, 0.929], [-1.067, -2.956, 1.917], [-2.206, -2.370, 0.231]]
}

Repeat the first record exactly.
{
  "formula": "C31H35N4O2",
  "method": "ωB97M-V/def2-TZVPD",
  "fmax_ev_per_a": 2.11,
  "homo_ev": -11.6498,
  "e_above_lowest_kcal_mol": 0.0,
  "total_energy_ev": -42765.228,
  "total_charge": 1,
  "homo_lumo_gap_ev": 7.33,
  "species": ["C", "N", "C", "O", "C", "C", "C", "C", "C", "C", "C", "C", "N", "C", "C", "C", "C", "C", "C", "C", "C", "C", "C", "C", "C", "C", "C", "H", "H", "H", "H", "H", "H", "H", "H", "H", "H", "H", "H", "H", "H", "H", "H", "H", "H", "H", "H", "H", "H", "H", "H", "H", "H", "H", "C", "C", "O", "N", "C", "C", "C", "N", "C", "C", "H", "H", "H", "H", "H", "H", "H", "H"],
  "xyz": [[-4.903, -0.487, -2.293], [-3.507, -0.641, -2.004], [-2.644, -1.145, -2.937], [-2.946, -1.580, -4.047], [-1.247, -1.094, -2.341], [-0.257, -0.203, -3.093], [-0.779, 1.201, -3.250], [-1.709, 1.464, -4.260], [-2.284, 2.728, -4.375], [-1.927, 3.737, -3.477], [-0.928, 3.505, -2.527], [-0.330, 2.246, -2.432], [-1.491, -0.604, -0.995], [-0.504, -0.598, -0.088], [-0.706, -0.081, 1.186], [0.223, -0.113, 2.213], [0.080, 0.767, 3.353], [1.184, 1.337, 4.048], [0.987, 2.176, 5.149], [-0.311, 2.464, 5.593], [-1.421, 1.951, 4.907], [-1.222, 1.101, 3.821], [-2.916, -0.224, -0.754], [-3.165, 1.297, -0.542], [-4.487, 1.379, 0.221], [-4.775, -0.014, 0.830], [-3.630, -0.945, 0.432], [-5.112, -0.965, -3.253], [-5.503, -0.961, -1.514], [-5.191, 0.569, -2.359], [-0.868, -2.130, -2.289], [0.688, -0.200, -2.538], [-0.112, -0.668, -4.077], [-1.975, 0.663, -4.955], [-3.013, 2.911, -5.166], [-2.415, 4.712, -3.533], [-0.611, 4.304, -1.854], [0.478, 2.062, -1.717], [0.472, -0.992, -0.398], [-1.685, 0.370, 1.361], [1.067, -0.797, 2.152], [2.195, 1.103, 3.704], [1.845, 2.593, 5.678], [-0.460, 3.041, 6.507], [-2.436, 2.182, 5.234], [-2.092, 0.628, 3.350], [-2.334, 1.745, 0.015], [-3.201, 1.793, -1.521], [-4.440, 2.145, 1.003], [-5.299, 1.676, -0.454], [-4.870, 0.061, 1.920], [-5.734, -0.403, 0.466], [-3.963, -1.939, 0.106], [-2.942, -1.092, 1.267], [8.787, -2.750, -0.324], [7.527, -1.989, 0.025], [7.435, -0.769, -0.048], [6.509, -2.827, 0.446], [5.202, -2.456, 0.745], [4.300, -3.441, 1.176], [3.019, -3.043, 1.568], [2.608, -1.768, 1.499], [3.449, -0.834, 1.038], [4.756, -1.134, 0.640], [8.562, -3.731, -0.765], [9.373, -2.163, -1.035], [9.393, -2.899, 0.580], [6.781, -3.796, 0.558], [4.599, -4.486, 1.207], [2.334, -3.796, 1.950], [3.082, 0.194, 0.992], [5.412, -0.350, 0.275]]
}

- What is the formula in the second record?
  C31H35N6O13